125
Properties=species:S:1:pos:R:3:forces:R:3:lowdin_charge:R:1 method="wB97M-V/def2-TZVPD" charge=0 orbital_gap_ha=0.308 homo_energy_ha=-0.2977 smiles="CCC(=O)OCC[C@]1(N=C(C)C)C(=O)O[C@H]([C@H](Br)[C@@H](C)Br)[C@]1(O)COC.O=C1CCCO1.O=C1CCCO1.O=C1CCCO1.O=C1CCCO1.O=C1CCCO1.O=C1CCCO1"
C 3.785 1.656 -1.377 0.087 0.102 0.181 -0.09
C 3.568 2.903 -2.233 -0.313 -0.506 0.081 -0.13
C 2.117 3.258 -2.442 0.105 0.100 -0.088 -0.49
O 1.691 4.382 -2.515 -0.081 0.011 0.120 0.11
O 1.331 2.170 -2.568 0.026 0.008 0.065 0.01
C -0.072 2.450 -2.650 -0.046 0.021 -0.014 -0.16
C -0.753 1.125 -2.922 0.147 -0.153 0.084 -0.05
C -2.224 1.161 -3.331 -1.395 0.969 -0.632 -0.28
N -2.696 -0.195 -3.386 1.861 -0.661 1.684 0.15
C -2.198 -1.191 -3.992 -0.433 0.185 -0.956 -0.37
C -1.962 -2.466 -3.234 -0.627 -0.072 0.095 -0.03
C -1.887 -1.239 -5.472 0.333 0.128 0.187 -0.01
C -2.408 1.982 -4.626 0.306 0.019 -0.137 -0.40
O -1.703 1.972 -5.592 -0.162 -0.421 0.008 0.08
O -3.498 2.800 -4.543 0.258 0.340 0.074 0.05
C -3.604 3.245 -3.182 0.808 0.223 0.816 -0.24
C -2.788 4.559 -2.973 -0.025 -0.032 -0.481 -0.61
Br -3.633 5.523 -1.497 0.098 -0.050 0.147 0.83
C -2.780 5.449 -4.243 -0.211 0.354 0.368 -0.72
C -2.818 6.957 -4.025 0.089 0.073 -0.470 -0.22
Br -1.145 5.092 -5.256 -0.036 -0.068 -0.092 0.82
C -3.248 1.939 -2.414 -0.950 -0.683 0.019 -0.31
O -4.480 1.210 -2.564 -0.086 0.106 0.032 0.01
C -2.960 1.936 -0.931 0.477 0.078 0.106 -0.15
O -3.977 2.652 -0.276 -0.370 -0.321 0.005 -0.23
C -3.853 2.555 1.136 0.276 0.008 -0.195 -0.08
H 3.491 0.751 -1.902 -0.096 0.004 0.023 0.08
H 4.839 1.553 -1.137 0.023 0.005 -0.049 0.05
H 3.238 1.716 -0.434 -0.087 -0.011 -0.048 0.08
H 3.980 2.706 -3.226 0.165 0.263 0.009 0.13
H 4.039 3.775 -1.786 0.081 0.065 -0.196 0.12
H -0.369 2.906 -1.704 -0.054 0.023 -0.030 0.12
H -0.259 3.171 -3.445 0.116 -0.049 -0.062 0.07
H -0.196 0.659 -3.739 -0.135 -0.009 -0.087 0.14
H -0.665 0.447 -2.070 0.004 0.106 0.095 0.14
H -2.464 -2.424 -2.269 -0.046 -0.032 -0.014 0.08
H -2.256 -3.360 -3.785 0.062 -0.023 0.002 0.08
H -0.886 -2.514 -3.040 0.031 -0.036 -0.127 0.09
H -1.368 -0.347 -5.820 0.005 -0.012 -0.012 0.07
H -1.326 -2.133 -5.740 0.044 0.030 -0.030 0.08
H -2.850 -1.273 -5.988 0.032 -0.025 -0.066 0.10
H -4.617 3.495 -2.884 -0.250 -0.201 -0.645 0.13
H -1.760 4.396 -2.664 -0.061 -0.002 0.159 0.06
H -3.614 5.171 -4.882 0.129 -0.137 -0.110 0.10
H -2.059 7.291 -3.321 -0.090 -0.025 0.123 0.07
H -2.602 7.434 -4.982 0.001 -0.002 -0.006 0.06
H -3.810 7.290 -3.729 0.040 -0.058 0.259 0.06
H -4.934 1.234 -1.714 -0.031 0.132 -0.015 0.11
H -2.993 0.885 -0.612 0.147 -0.038 -0.099 0.15
H -1.966 2.311 -0.660 -0.068 0.221 -0.067 0.13
H -4.801 2.830 1.593 -0.002 0.154 -0.082 0.10
H -3.050 3.220 1.470 -0.097 0.039 0.164 0.10
H -3.580 1.547 1.449 -0.128 0.064 -0.194 0.06
O -2.562 0.945 3.199 0.185 -0.200 0.291 0.09
C -3.125 -0.065 3.520 -0.075 0.129 0.022 -0.48
C -3.760 -0.412 4.851 0.201 -0.332 -0.097 -0.07
C -3.936 -1.922 4.751 0.009 0.033 0.026 -0.14
C -4.098 -2.124 3.252 -0.061 -0.086 0.086 -0.14
O -3.304 -1.082 2.646 -0.015 -0.017 -0.016 0.02
H -4.715 0.110 4.930 0.037 0.070 0.046 0.13
H -3.114 -0.114 5.671 -0.096 0.195 0.008 0.12
H -4.768 -2.301 5.333 -0.023 -0.007 -0.123 0.09
H -3.029 -2.419 5.094 0.022 -0.054 -0.031 0.10
H -5.133 -1.998 2.924 0.002 0.040 0.000 0.13
H -3.736 -3.087 2.901 0.094 0.060 -0.070 0.13
O 6.594 0.365 -2.210 0.112 -0.093 -0.049 0.11
C 7.576 0.240 -1.541 -0.076 0.163 0.025 -0.48
C 8.801 1.135 -1.494 0.199 -0.276 0.011 -0.07
C 9.832 0.260 -0.785 -0.030 0.073 -0.054 -0.15
C 8.943 -0.617 0.088 0.187 0.009 0.029 -0.16
O 7.720 -0.772 -0.651 0.007 -0.043 0.002 0.03
H 8.549 2.028 -0.919 -0.024 0.028 -0.045 0.13
H 9.094 1.424 -2.500 -0.108 0.120 0.001 0.13
H 10.577 0.811 -0.216 -0.034 0.003 0.042 0.12
H 10.356 -0.357 -1.515 0.016 -0.020 0.026 0.12
H 8.710 -0.148 1.046 -0.003 0.014 -0.005 0.13
H 9.369 -1.602 0.267 -0.096 -0.045 -0.018 0.11
O -1.487 -4.905 6.008 -0.084 0.069 0.017 0.12
C -0.892 -4.025 6.555 0.118 -0.173 -0.038 -0.49
C -0.335 -4.003 7.967 -0.108 0.324 0.041 -0.07
C -0.069 -2.518 8.201 -0.028 -0.077 0.030 -0.15
C 0.210 -2.024 6.786 0.036 0.093 0.084 -0.15
O -0.591 -2.859 5.932 -0.035 0.034 0.017 0.01
H 0.579 -4.598 7.982 -0.024 -0.046 0.007 0.13
H -1.055 -4.429 8.661 0.053 -0.152 -0.036 0.12
H 0.745 -2.309 8.892 0.040 -0.018 -0.041 0.11
H -0.971 -2.040 8.587 0.009 0.026 -0.008 0.12
H 1.256 -2.147 6.501 0.004 -0.015 0.011 0.13
H -0.080 -0.989 6.628 -0.035 -0.025 -0.096 0.12
O -4.213 -0.154 -10.625 0.066 0.017 0.003 0.11
C -4.151 0.780 -9.879 -0.195 -0.056 -0.026 -0.49
C -4.678 2.188 -10.102 0.282 0.139 0.128 -0.08
C -3.963 2.990 -9.018 -0.060 -0.039 -0.094 -0.15
C -3.749 1.938 -7.936 -0.051 0.214 -0.036 -0.15
O -3.593 0.695 -8.652 0.040 0.004 0.029 0.03
H -5.760 2.171 -9.959 -0.011 -0.019 -0.051 0.13
H -4.451 2.519 -11.112 -0.132 -0.081 -0.057 0.12
H -4.515 3.858 -8.663 -0.031 -0.034 0.035 0.11
H -2.997 3.334 -9.391 0.009 0.012 0.029 0.12
H -4.614 1.846 -7.274 -0.016 -0.019 -0.019 0.13
H -2.865 2.118 -7.335 -0.025 -0.141 -0.091 0.09
O 13.147 -1.973 1.277 0.006 -0.047 -0.100 0.12
C 12.525 -2.962 1.525 -0.084 0.229 0.175 -0.49
C 12.182 -3.525 2.893 0.055 -0.400 -0.147 -0.08
C 11.743 -4.951 2.568 0.027 0.054 0.042 -0.15
C 11.194 -4.794 1.154 -0.038 -0.090 0.065 -0.16
O 11.976 -3.742 0.562 -0.007 -0.012 -0.026 0.02
H 11.370 -2.929 3.315 0.043 0.049 0.026 0.13
H 13.047 -3.478 3.548 -0.037 0.171 0.040 0.12
H 11.016 -5.367 3.262 -0.044 0.032 -0.026 0.11
H 12.612 -5.609 2.556 -0.012 -0.017 -0.011 0.12
H 10.145 -4.488 1.149 0.000 0.009 0.017 0.12
H 11.302 -5.687 0.545 0.036 0.049 -0.066 0.12
O -5.120 -1.234 7.677 0.053 -0.158 -0.067 0.13
C -5.674 -2.254 7.967 -0.188 0.182 0.132 -0.47
C -6.310 -2.616 9.297 0.141 -0.321 -0.014 -0.07
C -6.480 -4.129 9.191 0.024 0.076 0.039 -0.15
C -6.638 -4.318 7.687 -0.043 -0.147 0.030 -0.14
O -5.850 -3.273 7.088 -0.004 0.066 0.158 0.00
H -7.266 -2.094 9.369 0.022 0.049 0.016 0.13
H -5.668 -2.307 10.116 -0.065 0.153 -0.005 0.13
H -7.316 -4.530 9.759 -0.040 0.024 -0.041 0.12
H -5.570 -4.625 9.532 -0.009 -0.026 -0.012 0.12
H -7.672 -4.197 7.360 -0.004 0.018 0.013 0.13
H -6.264 -5.275 7.333 0.045 0.050 -0.087 0.13